Entry 1:
A 10-piece molecular cluster, C26H38F5N5O21 overall. Source: the Open Molecules 2025 dataset; level of theory: wB97M-V/def2-TZVPD.

Bonds (Å) are listed after each position.
Cartesian coordinates (Å):
1 F -2.217 -0.883 -4.969  C45 1.357
2 F 4.074 -4.383 4.807  C36 1.400
3 F -4.442 -5.328 0.207  C32 1.334
4 F 3.361 5.057 2.224  C40 1.379
5 F -5.537 -1.048 0.058  C54 1.383
6 O -1.769 -2.245 1.205  C44 1.210
7 O 2.969 -0.917 6.502  N31 1.216
8 O 5.245 1.251 -1.132  N29 1.224
9 O -1.179 3.142 -4.705  C52 1.221
10 O 4.904 4.257 -0.493  C50 1.445, C55 1.425
11 O -4.551 0.363 -1.384  C53 1.342, C54 1.385
12 O -2.564 -4.364 1.214  C32 1.430, C44 1.396
13 O 3.429 5.251 -1.970  C50 1.183
14 O -1.995 1.061 -3.983  C45 1.417, C52 1.370
15 O -4.648 1.840 0.271  C53 1.326, C56 1.496
16 O -2.993 2.219 -5.642  C43 1.483, C52 1.386
17 O 2.767 4.612 0.095  C40 1.385, C50 1.323
18 O 1.167 -0.411 5.377  N31 1.224
19 O 0.212 5.712 -0.432  N28 1.218
20 O -3.793 -2.740 2.162  C42 1.442, C44 1.332
21 O 3.253 1.882 -1.190  N29 1.166
22 O 2.155 -3.126 1.345  C46 1.221
23 O -4.673 2.556 -1.828  C53 1.195
24 O 3.355 -2.927 3.166  C36 1.452, C46 1.287
25 O 1.353 -3.772 3.358  C33 1.414, C46 1.325
26 O 0.712 7.500 -1.556  N28 1.193
27 N -1.960 -2.165 -2.008  C49 1.159
28 N 0.139 6.467 -1.385  O19 1.218, O26 1.193, C35 1.480
29 N 4.215 1.514 -1.738  O8 1.224, O21 1.166, C34 1.514
30 N 1.721 1.228 2.343  C48 1.146
31 N 2.286 -0.180 5.818  O7 1.216, O18 1.224, C51 1.499
32 C -3.874 -4.924 1.345  F3 1.334, O12 1.430, C42 1.515, H87 1.056
33 C 1.801 -3.542 4.680  O25 1.414, C36 1.501, H82 1.127, H88 1.073
34 C 4.291 1.520 -3.250  N29 1.514, H68 1.108, H70 1.087, H83 1.106
35 C -0.687 6.018 -2.528  N28 1.480, H61 1.107, H78 1.078, H90 1.087
36 C 3.271 -3.260 4.576  F2 1.400, O24 1.452, C33 1.501, H62 1.092
37 C -0.522 2.153 -0.790  C39 1.514, H58 1.072, H77 1.077, H80 1.073
38 C 0.839 0.286 0.122  C39 1.488, C48 1.437, H66 1.088, H74 1.106
39 C -0.492 0.688 -0.409  C37 1.514, C38 1.488, H65 1.096, H76 1.092
40 C 3.443 4.132 1.204  F4 1.379, O17 1.385, C55 1.432, H93 1.067
41 C 1.243 -5.118 -1.534  C47 1.523, H72 1.098, H79 1.094, H92 1.075
42 C -4.696 -3.857 2.038  O20 1.442, C32 1.515, H64 1.131, H73 1.080
43 C -3.703 0.918 -5.590  O16 1.483, C45 1.545, H71 1.126, H91 1.094
44 C -2.670 -3.000 1.495  O6 1.210, O12 1.396, O20 1.332
45 C -2.955 0.146 -4.481  F1 1.357, O14 1.417, C43 1.545, H85 1.110
46 C 2.277 -3.271 2.552  O22 1.221, O24 1.287, O25 1.325
47 C 0.099 -4.672 -0.633  C41 1.523, C57 1.536, H60 1.099, H86 1.102
48 C 1.215 0.875 1.377  N30 1.146, C38 1.437
49 C -1.653 -3.250 -1.740  N27 1.159, C57 1.502
50 C 3.615 4.758 -0.910  O10 1.445, O13 1.183, O17 1.323
51 C 2.948 1.083 5.358  N31 1.499, H63 1.115, H75 1.077, H81 1.101
52 C -2.012 2.250 -4.664  O9 1.221, O14 1.370, O16 1.386
53 C -4.660 1.656 -1.042  O11 1.342, O15 1.326, O23 1.195
54 C -4.353 -0.402 -0.247  F5 1.383, O11 1.385, C56 1.538, H94 1.100
55 C 4.811 3.870 0.875  O10 1.425, C40 1.432, H67 1.099, H89 1.069
56 C -4.087 0.599 0.891  O15 1.496, C54 1.538, H59 1.069, H95 1.088
57 C -1.185 -4.653 -1.476  C47 1.536, C49 1.502, H69 1.126, H84 1.125
58 H -1.310 2.268 -1.509  C37 1.072
59 H -4.685 0.416 1.757  C56 1.069
60 H 0.028 -5.432 0.157  C47 1.099
61 H -0.681 4.912 -2.589  C35 1.107
62 H 3.635 -2.458 5.222  C36 1.092
63 H 3.588 0.867 4.469  C51 1.115
64 H -5.598 -3.609 1.402  C42 1.131
65 H -0.803 0.009 -1.211  C39 1.096
66 H 0.744 -0.782 0.306  C38 1.088
67 H 4.903 2.778 0.965  C55 1.099
68 H 3.399 0.967 -3.604  C34 1.108
69 H -1.039 -5.194 -2.452  C57 1.126
70 H 5.328 1.267 -3.457  C34 1.087
71 H -4.791 0.956 -5.304  C43 1.126
72 H 1.389 -4.438 -2.382  C41 1.098
73 H -5.032 -4.227 2.996  C42 1.080
74 H 1.688 0.503 -0.554  C38 1.106
75 H 2.177 1.765 5.039  C51 1.077
76 H -1.184 0.431 0.396  C39 1.092
77 H -0.606 2.744 0.107  C37 1.077
78 H -0.094 6.412 -3.337  C35 1.078
79 H 1.130 -6.140 -1.908  C41 1.094
80 H 0.290 2.546 -1.369  C37 1.073
81 H 3.652 1.403 6.141  C51 1.101
82 H 1.655 -4.500 5.256  C33 1.127
83 H 4.205 2.601 -3.469  C34 1.106
84 H -2.062 -5.130 -0.958  C57 1.125
85 H -3.689 -0.271 -3.760  C45 1.110
86 H 0.330 -3.650 -0.292  C47 1.102
87 H -3.838 -5.783 1.958  C32 1.056
88 H 1.241 -2.707 5.056  C33 1.073
89 H 5.552 4.278 1.529  C55 1.069
90 H -1.644 6.496 -2.337  C35 1.087
91 H -3.564 0.435 -6.563  C43 1.094
92 H 2.124 -5.050 -0.922  C41 1.075
93 H 2.875 3.272 1.480  C40 1.067
94 H -3.556 -1.145 -0.396  C54 1.100
95 H -3.052 0.768 1.182  C56 1.088

- Largest force on an atom: 0.0912 hartree/bohr
- HOMO-LUMO gap: 10.1 eV
- Charge: 0
- SMILES: O=C1OC[C@@H](F)O1.O=C1OC[C@@H](F)O1.O=C1OC[C@@H](F)O1.O=C1OC[C@@H](F)O1.O=C1OC[C@@H](F)O1.C[N+](=O)[O-].C[N+](=O)[O-].C[N+](=O)[O-].CCCC#N.CCCC#N

Calculated atomic charges, method Mulliken, unit e:
1. F -0.3335
2. F -0.3284
3. F -0.3281
4. F -0.3705
5. F -0.3693
6. O -0.1948
7. O -0.6014
8. O -0.5675
9. O -0.5520
10. O -0.4303
11. O -0.2892
12. O -0.1640
13. O -0.5043
14. O -0.2603
15. O -0.4129
16. O -0.3742
17. O -0.2021
18. O -0.5213
19. O -0.5202
20. O -0.3232
21. O -0.4483
22. O -0.5887
23. O -0.5365
24. O -0.3441
25. O -0.2890
26. O -0.5639
27. N -0.3561
28. N 0.9730
29. N 0.8404
30. N -0.4898
31. N 0.9611
32. C 0.2084
33. C -0.2934
34. C -0.7956
35. C -0.6168
36. C 0.4346
37. C -1.3044
38. C 1.1591
39. C 0.6749
40. C 1.0795
41. C -1.7352
42. C -0.3444
43. C -0.3775
44. C 0.3670
45. C 0.6908
46. C 0.7103
47. C 0.6228
48. C -0.0093
49. C 0.0627
50. C 0.6326
51. C -0.7491
52. C 0.6826
53. C 0.5728
54. C 1.5258
55. C -0.4282
56. C -0.3067
57. C -0.2524
58. H 0.2491
59. H 0.3472
60. H 0.2325
61. H 0.0928
62. H 0.1248
63. H 0.2830
64. H 0.2044
65. H -0.0602
66. H -0.5056
67. H 0.2623
68. H 0.2575
69. H 0.4798
70. H 0.3489
71. H 0.2901
72. H 0.3668
73. H 0.3355
74. H -0.1220
75. H 0.2910
76. H -0.3273
77. H 0.5127
78. H 0.3368
79. H 0.4317
80. H 0.2524
81. H 0.3275
82. H 0.2748
83. H 0.3027
84. H 0.0076
85. H -0.0243
86. H -0.2729
87. H 0.2859
88. H 0.2581
89. H 0.3606
90. H 0.3121
91. H 0.2558
92. H 0.4315
93. H -0.4265
94. H -0.6509
95. H 0.1527

***

Entry 2:
A 7-piece molecular cluster, C30H57BBr3Cl2F3O26P overall. Source: the Open Molecules 2025 dataset; level of theory: wB97M-V/def2-TZVPD.

Bonds (Å) are listed after each position.
Cartesian coordinates (Å):
1 Br 0.381 -0.182 -3.418  C61 2.027
2 Br -4.683 -1.580 -1.947  C48 1.928
3 Br -2.828 -4.748 -2.865  C58 1.990
4 Cl 3.927 0.560 2.859  C36 1.804
5 Cl 3.521 2.083 -0.233  P6 2.187
6 P 2.562 0.119 -0.320  Cl5 2.187, O20 1.731, O27 1.752, O34 1.743, C56 1.915, H71 1.414
7 F -4.062 -2.618 -4.280  C48 1.330
8 F -2.924 -0.913 -3.889  C48 1.298
9 F -1.255 -2.789 -3.765  C58 1.323
10 O 1.594 -4.539 -6.367  C50 1.435, C55 1.329
11 O -0.706 4.116 3.397  C54 1.433, C62 1.329
12 O -0.213 -2.119 3.046  C46 1.456, H68 0.961
13 O 3.137 -6.034 -6.592  C42 1.425, C55 1.341
14 O -1.642 3.945 -8.200  C45 1.335, C49 1.430
15 O 6.780 6.914 -0.480  C52 1.205
16 O -1.009 2.140 -1.729  O31 1.415, C41 1.396
17 O -1.269 1.935 3.455  C62 1.205
18 O -4.406 -0.887 3.122  C38 1.325, C63 1.438
19 O -6.347 -4.444 8.473  C44 1.204
20 O 1.709 -1.386 -0.376  P6 1.731, C39 1.405
21 O -6.251 -1.829 3.725  C38 1.341, C40 1.425
22 O -4.284 -4.846 7.638  C43 1.430, C44 1.331
23 O 5.377 0.493 -2.353  B66 1.405, H100 0.965
24 O 5.025 8.137 -1.218  C52 1.340, C59 1.425
25 O 3.509 1.558 -3.401  B66 1.405, H94 0.967
26 O -0.843 4.240 -6.107  C45 1.202
27 O 3.192 -0.317 -1.896  P6 1.752, B66 1.346
28 O -4.841 -5.781 9.503  C44 1.336, C64 1.427
29 O -5.497 -0.052 4.914  C38 1.206
30 O -1.195 3.234 5.311  C47 1.428, C62 1.336
31 O -1.817 2.296 -2.880  O16 1.415, H74 0.969
32 O 0.183 5.077 -7.938  C45 1.334, C60 1.430
33 O 4.717 6.043 -0.792  C52 1.327, C53 1.436
34 O 1.200 0.896 -1.083  P6 1.743, C61 1.350
35 O 2.592 -5.348 -4.506  C55 1.203
36 C 4.874 -0.125 1.485  Cl4 1.804, C56 1.515, C65 1.541, H107 1.078
37 C -0.164 -2.561 -1.221  C39 1.519, C51 1.552, H88 1.083, H105 1.085
38 C -5.390 -0.840 4.008  O18 1.325, O21 1.341, O29 1.206
39 C 0.327 -1.266 -0.597  O20 1.405, C37 1.519, C57 1.570, C61 1.559
40 C -7.368 -1.901 4.607  O21 1.425, H75 1.089, H91 1.087, H120 1.089
41 C -1.136 0.817 -1.301  O16 1.396, C61 1.538, H109 1.090, H111 1.080
42 C 4.100 -6.909 -6.008  O13 1.425, H79 1.089, H83 1.087, H86 1.089
43 C -4.600 -3.997 6.531  O22 1.430, H69 1.086, H80 1.089, H113 1.089
44 C -5.265 -4.969 8.530  O19 1.204, O22 1.331, O28 1.336
45 C -0.774 4.405 -7.296  O14 1.335, O26 1.202, O32 1.334
46 C 0.614 -1.820 1.886  O12 1.456, C57 1.523, H110 1.079, H115 1.084
47 C -1.597 2.102 6.085  O30 1.428, H89 1.087, H116 1.089, H119 1.089
48 C -3.394 -1.982 -3.322  Br2 1.928, F7 1.330, F8 1.298, C58 1.567
49 C -2.723 3.195 -7.641  O14 1.430, H67 1.087, H96 1.089, H123 1.089
50 C 0.785 -3.692 -5.537  O10 1.435, H77 1.086, H81 1.089, H114 1.086
51 C -1.704 -2.579 -1.416  C37 1.552, C58 1.527, H73 1.081, H78 1.077
52 C 5.622 7.013 -0.796  O15 1.205, O24 1.340, O33 1.327
53 C 5.208 4.764 -0.359  O33 1.436, H85 1.093, H90 1.090, H104 1.089
54 C -0.548 3.967 1.980  O11 1.433, H108 1.089, H117 1.089, H121 1.086
55 C 2.451 -5.306 -5.700  O10 1.329, O13 1.341, O35 1.203
56 C 4.018 -0.847 0.464  P6 1.915, C36 1.515, H70 1.079, H92 1.086
57 C -0.245 -1.098 0.855  C39 1.570, C46 1.523, H97 1.088, H101 1.086
58 C -2.193 -2.862 -2.834  Br3 1.990, F9 1.323, C48 1.567, C51 1.527
59 C 5.888 9.270 -1.273  O24 1.425, H99 1.087, H103 1.089, H112 1.089
60 C 1.188 5.621 -7.079  O32 1.430, H72 1.089, H84 1.087, H87 1.088
61 C 0.196 0.056 -1.413  Br1 2.027, O34 1.350, C39 1.559, C41 1.538
62 C -1.072 2.990 4.003  O11 1.329, O17 1.205, O30 1.336
63 C -3.396 0.121 3.298  O18 1.438, H95 1.088, H118 1.085, H122 1.084
64 C -5.798 -6.005 10.537  O28 1.427, H76 1.087, H93 1.089, H102 1.089
65 C 5.823 -1.159 2.120  C36 1.541, H82 1.085, H98 1.082, H106 1.086
66 B 3.984 0.580 -2.511  O23 1.405, O25 1.405, O27 1.346
67 H -3.350 2.879 -8.470  C49 1.087
68 H -0.080 -3.043 3.276  O12 0.961
69 H -3.732 -3.977 5.879  C43 1.086
70 H 4.611 -1.328 -0.298  C56 1.079
71 H 1.970 0.470 0.914  P6 1.414
72 H 0.752 6.334 -6.381  C60 1.089
73 H -2.113 -1.671 -0.994  C51 1.081
74 H -1.314 2.956 -3.381  O31 0.969
75 H -7.043 -2.090 5.629  C40 1.089
76 H -5.334 -6.673 11.257  C64 1.087
77 H 0.133 -3.125 -6.195  C50 1.086
78 H -2.091 -3.372 -0.799  C51 1.077
79 H 4.850 -6.343 -5.457  C42 1.089
80 H -5.447 -4.393 5.972  C43 1.089
81 H 1.407 -2.998 -4.974  C50 1.089
82 H 6.480 -1.535 1.343  C65 1.085
83 H 4.584 -7.437 -6.826  C42 1.087
84 H 1.900 6.138 -7.716  C60 1.087
85 H 4.374 4.058 -0.400  C53 1.093
86 H 3.617 -7.632 -5.354  C42 1.089
87 H 1.703 4.829 -6.539  C60 1.088
88 H 0.409 -2.802 -2.108  C37 1.083
89 H -1.655 2.433 7.119  C47 1.087
90 H 6.000 4.417 -1.023  C53 1.090
91 H -7.989 -2.732 4.282  C40 1.087
92 H 3.523 -1.646 1.008  C56 1.086
93 H -6.693 -6.479 10.137  C64 1.089
94 H 3.790 2.402 -3.022  O25 0.967
95 H -3.828 1.114 3.194  C63 1.088
96 H -3.310 3.813 -6.964  C49 1.089
97 H -1.293 -1.381 0.935  C57 1.088
98 H 6.374 -0.738 2.951  C65 1.082
99 H 5.289 10.106 -1.625  C59 1.087
100 H 5.724 1.392 -2.312  O23 0.965
101 H -0.159 -0.038 1.074  C57 1.086
102 H -6.055 -5.070 11.033  C64 1.089
103 H 6.279 9.505 -0.284  C59 1.089
104 H 5.572 4.821 0.666  C53 1.089
105 H 0.076 -3.322 -0.487  C37 1.085
106 H 5.206 -1.989 2.451  C65 1.086
107 H 5.524 0.613 1.045  C36 1.078
108 H 0.238 3.249 1.755  C54 1.089
109 H -1.489 0.805 -0.270  C41 1.090
110 H 1.412 -1.199 2.260  C46 1.079
111 H -1.886 0.286 -1.867  C41 1.080
112 H 6.705 9.099 -1.971  C59 1.089
113 H -4.807 -2.982 6.869  C43 1.089
114 H 0.176 -4.287 -4.863  C50 1.086
115 H 1.007 -2.764 1.526  C46 1.084
116 H -0.861 1.302 6.008  C47 1.089
117 H -1.487 3.660 1.523  C54 1.089
118 H -2.913 0.015 4.264  C63 1.085
119 H -2.578 1.749 5.771  C47 1.089
120 H -7.956 -0.985 4.560  C40 1.089
121 H -0.263 4.936 1.580  C54 1.086
122 H -2.653 -0.022 2.523  C63 1.084
123 H -2.351 2.313 -7.121  C49 1.089

- Largest force on an atom: 0.0584 hartree/bohr
- HOMO-LUMO gap: 8.0 eV
- Relative energy (zero: lowest compared OMol25 entry of this formula, charge and spin): 29.8 kcal per mole
- Charge: -1

Mulliken atomic charge list, values in e, 99 entries:
1. Br -0.2965
2. Br -0.1316
3. Br -0.1252
4. Cl -0.2258
5. Cl -0.6865
6. P 0.9046
7. F -0.2805
8. F -0.1182
9. F -0.1547
10. O -0.3734
11. O -0.3944
12. O -0.4879
13. O -0.3524
14. O -0.3296
15. O -0.5449
16. O -0.0951
17. O -0.3245
18. O -0.2598
19. O -0.5551
20. O -0.8646
21. O -0.3239
22. O -0.3259
23. O -0.6128
24. O -0.3389
25. O -0.4597
26. O -0.5456
27. O -0.1863
28. O -0.3315
29. O -0.5911
30. O -0.3888
31. O -0.4183
32. O -0.3355
33. O -0.1691
34. O -0.7160
35. O -0.5412
36. C 0.8095
37. C -1.3823
38. C 0.7427
39. C 1.3672
40. C -0.6023
41. C -0.2881
42. C -0.6278
43. C -0.6381
44. C 0.7727
45. C 0.8367
46. C -1.1527
47. C -0.5303
48. C 0.6600
49. C -0.5686
50. C -0.3663
51. C -1.2931
52. C 0.6878
53. C -0.3044
54. C -0.4333
55. C 0.7431
56. C -1.5348
57. C -0.7710
58. C 0.1475
59. C -0.6453
60. C -0.5858
61. C 0.6637
62. C 0.6518
63. C -0.2688
64. C -0.6263
65. C -1.5212
66. B 0.6044
67. H 0.2047
68. H 0.2971
69. H 0.2932
70. H 0.4142
71. H 0.3101
72. H 0.2851
73. H 0.0586
74. H 0.2959
75. H 0.2593
76. H 0.2181
77. H 0.2349
78. H 0.8467
79. H 0.2975
80. H 0.3206
81. H 0.2366
82. H 0.3679
83. H 0.2111
84. H 0.2053
85. H 0.2592
86. H 0.2863
87. H 0.2762
88. H 0.7630
89. H 0.2456
90. H 0.2657
91. H 0.2235
92. H 0.5152
93. H 0.2927
94. H 0.1812
95. H 0.3870
96. H 0.2819
97. H 0.3145
98. H 0.3852
99. H 0.2218